This record from the Open Molecules 2025 dataset describes an isolated molecule of C9H16N2 in a non-equilibrium geometry. The level of theory is the ωB97M-V functional and the def2-TZVPD basis.

Summary:
Kohn-Sham gap = 9.6 eV
E_tot = -12571.5228 eV
Strongest force on any atom = 2.9 eV/A
ΔE to the lowest compared entry with this formula, charge and spin = 30.0 kcal/mol

ORCA input file:
```
! RIJCOSX wB97M-V def2-TZVPD def2/J DEFGRID3
* xyz 0 1
C 0.2781 1.2948 -0.4451
C -1.2335 0.8176 1.4296
C -2.4260 0.2221 0.7321
C -2.0959 -0.9775 -0.1826
C -1.1915 -0.5602 -1.3020
C 0.2631 -0.1013 -1.0489
C 1.0389 -1.1330 -0.2248
C 2.4818 -0.7505 0.1089
C 2.9681 -0.4905 1.3238
H 1.7149 1.9035 -1.9461
H 1.2733 3.1236 -0.7181
H -0.6969 0.0325 1.9209
H -1.5726 1.3788 2.3032
H -3.0512 0.9837 0.1940
H -3.1033 -0.1891 1.5748
H -1.6945 -1.8334 0.3983
H -3.0325 -1.3630 -0.6347
H -1.6981 0.2511 -1.8429
H -1.1735 -1.4298 -2.0314
H 0.7381 0.0062 -2.0467
H 0.6425 -1.2634 0.7637
H 0.9543 -2.1190 -0.7695
H 3.2124 -0.8759 -0.7486
H 2.3979 -0.4230 2.2519
H 4.0441 -0.2622 1.2996
N 1.3026 2.1345 -0.9740
N -0.3405 1.6234 0.6147
*
```